Record 1
# C2H4BFO

A cluster of 2 separate species, C2H4BFO in total (ωB97M-V/def2-TZVPD, the OMol25 dataset).

Last column: natural (NBO) charge in e.
Element x y z (Å)
B  -1.946  -0.530  -0.161  0.7866
C  2.067  0.173  -0.282  0.7306
C  1.160  0.700  0.517  -0.8016
O  2.950  -0.145  -0.998  -0.4556
F  -1.080  -1.514  -0.415  -0.4866
H  -1.810  -0.096  0.824  -0.1562
H  -2.716  -0.368  -0.919  -0.1449
H  0.457  0.034  1.016  0.2627
H  0.917  1.746  0.417  0.2650

Values from the calculation:
spin multiplicity: 1
HOMO-LUMO gap: 9.942 eV
structure (SMILES): C=C=O.BF

***

Record 2
# C2H4BNO2

A cluster of 2 separate species, C2H4BNO2 in total (ωB97M-V/def2-TZVPD, the OMol25 dataset).

Last column: Löwdin spin population.
Element x y z (Å)
B  -0.586  0.224  -0.054  0.1325
C  1.973  -0.319  0.277  0.1888
C  0.698  -0.666  -0.298  0.6396
N  3.029  -0.102  0.689  0.3731
O  -1.722  -0.437  0.239  0.0500
O  -0.633  1.550  -0.137  0.0299
H  0.248  -1.726  0.629  0.5649
H  0.881  -0.943  -1.336  0.0177
H  -2.448  0.327  0.269  0.0002
H  -1.440  2.091  -0.277  0.0033

Values from the calculation:
spin multiplicity: 3
HOMO-LUMO gap (alpha / beta): 5.368 / 8.008 eV
expectation value of S²: 2.016

***

Record 3
# C2H4Br2NO

A structure of composition C2H4Br2NO (ωB97M-V/def2-TZVPD, the OMol25 dataset).

Last column: natural (NBO) charge in e.
Element x y z (Å)
C  -2.958  0.867  0.107  0.3901
C  0.962  0.055  0.699  -0.3053
N  1.884  -0.275  -0.453  -0.6980
O  -3.051  1.884  0.637  -0.3905
Br  -3.870  -0.241  -0.997  0.2215
Br  -0.786  -0.574  0.448  0.2671
H  1.474  -0.367  1.517  0.1935
H  2.640  0.297  -0.574  0.4345
H  1.384  -0.545  -1.325  0.4524
H  2.322  -1.101  -0.060  0.4348

Values from the calculation:
spin multiplicity: 1
HOMO-LUMO gap (alpha / beta): 8.923 / 5.259 eV
charge: +1

***

Calculated total energy
In order: -278.53107 -308.53020 -5356.19922
Unit: Eh
M
In order: 73.86 84.87 217.87
Unit: g/mol
Energy relative to the best compared isomer or geometry (same formula, charge and spin)
In order: 0.5173 1.0901 3.2518
Unit: eV